[1]
ORCA calculation (ωB97M-V with the def2-TZVPD basis set) on a cluster of 2 separate species, C3H11N2 in total at a distorted geometry.

Last column: Löwdin charge in e.
Atoms and positions in Å:
C (-1.71, 1.32, -1.51)  0.00
N (-1.11, -0.01, -1.00)  0.12
H (-1.02, 2.15, -1.34)  0.09
H (-2.62, 1.56, -0.90)  0.11
H (-1.96, 1.22, -2.58)  0.10
H (-0.72, -0.52, -1.78)  0.15
H (-0.43, 0.08, -0.16)  0.09
H (-1.85, -0.49, -0.57)  0.13
C (1.66, -1.47, 0.54)  -0.07
C (1.25, 0.38, 2.05)  0.02
N (0.83, -0.22, 0.95)  -0.15
H (1.46, -2.24, 1.36)  0.10
H (1.16, -1.87, -0.40)  0.07
H (2.70, -1.19, 0.40)  0.08
H (0.92, 1.54, 2.09)  0.13
H (1.45, -0.24, 2.84)  0.05

Output
Frontier orbital gap (Eh): 0.379
Energy relative to the best compared isomer or geometry (same formula, charge and spin) (eV): 2.520
M (g/mol): 75.1
Net charge: +1
LUMO level (Eh): -0.12851



[2]
ORCA calculation (ωB97M-V with the def2-TZVPD basis set) on a cluster of 2 separate species, C3H11N2 in total at a distorted geometry.

Last column: Löwdin charge in e.
Atoms and positions in Å:
C (-2.02, 1.18, 1.04)  -0.11
N (-1.63, 0.06, 0.14)  -0.06
H (-1.16, 1.61, 1.54)  0.06
H (-2.47, 1.94, 0.41)  0.08
H (-2.71, 0.80, 1.80)  0.08
H (-1.86, -0.83, 0.54)  0.08
H (0.03, -0.45, -0.15)  0.10
H (-1.94, 0.22, -0.80)  0.08
C (1.70, -0.63, -1.63)  0.00
C (1.62, -0.50, 0.75)  0.14
N (1.02, -0.83, -0.33)  -0.01
H (2.20, -1.54, -1.95)  0.10
H (2.45, 0.14, -1.49)  0.10
H (1.00, -0.30, -2.39)  0.10
H (1.07, -0.46, 1.69)  0.12
H (2.70, -0.38, 0.83)  0.13

Output
Frontier orbital gap (Eh): 0.337
Energy relative to the best compared isomer or geometry (same formula, charge and spin) (eV): 1.740
M (g/mol): 75.1
Net charge: +1
LUMO level (Eh): -0.18288



[3]
ORCA calculation (ωB97M-V with the def2-TZVPD basis set) on a cluster of 2 separate species, C3H11N2 in total at a distorted geometry.

Last column: Löwdin spin population.
Atoms and positions in Å:
C (-2.45, -0.47, 0.22)  0.13
N (-1.92, 0.64, 0.13)  0.65
H (-3.54, -0.62, 0.05)  0.07
H (-1.88, -1.33, 0.60)  0.04
H (-0.09, 0.46, -0.26)  0.01
H (-2.57, 1.45, -0.04)  0.05
C (1.95, 0.91, 0.48)  0.00
N (0.92, 0.22, -0.40)  0.03
C (1.04, -1.29, -0.35)  0.00
H (2.13, 0.26, 1.33)  0.00
H (2.89, 0.99, -0.07)  0.00
H (1.53, 1.87, 0.76)  0.00
H (1.11, 0.50, -1.37)  0.00
H (1.07, -1.56, 0.70)  0.00
H (1.93, -1.60, -0.89)  0.00
H (0.12, -1.66, -0.77)  0.00

Output
<S²>: 0.7581
Frontier orbital gap (alpha / beta) (Eh): 0.437 / 0.265
Multiplicity: 2
Energy relative to the best compared isomer or geometry (same formula, charge and spin) (eV): 2.852
M (g/mol): 75.1
Net charge: +2
LUMO level (alpha / beta) (Eh): -0.37600 / -0.54782



[4]
ORCA calculation (ωB97M-V with the def2-TZVPD basis set) on a cluster of 2 separate species, C3H11N2 in total at a distorted geometry.

Last column: Löwdin spin population.
Atoms and positions in Å:
N (0.86, -1.50, 0.99)  0.25
C (-0.38, -1.18, 0.20)  0.00
C (-0.03, -0.19, -1.01)  0.07
N (0.35, 1.13, -0.47)  0.69
C (-0.77, 1.91, 0.06)  0.09
H (-0.55, -2.15, 2.02)  -0.20
H (1.14, -0.72, 1.58)  0.00
H (1.67, -2.04, 0.69)  0.00
H (-0.91, -0.65, 1.00)  -0.01
H (-0.75, -2.09, -0.25)  0.00
H (-0.93, -0.24, -1.65)  0.04
H (0.79, -0.52, -1.64)  0.00
H (0.86, 1.62, -1.22)  0.02
H (-1.19, 1.39, 0.92)  0.01
H (-0.42, 2.89, 0.42)  0.00
H (-1.55, 1.96, -0.71)  0.05

Output
<S²>: 0.8757
Frontier orbital gap (alpha / beta) (Eh): 0.360 / 0.300
Multiplicity: 2
Energy relative to the best compared isomer or geometry (same formula, charge and spin) (eV): 5.652
M (g/mol): 75.1
Net charge: +2
LUMO level (alpha / beta) (Eh): -0.42199 / -0.47535



[5]
ORCA calculation (ωB97M-V with the def2-TZVPD basis set) on a cluster of 2 separate species, C3H11N2O in total at a distorted geometry.

Last column: Löwdin charge in e.
Atoms and positions in Å:
C (0.14, -2.06, 1.57)  -0.01
C (0.16, -0.72, 0.82)  -0.37
C (1.33, -0.28, 0.32)  -0.07
N (1.35, 0.92, -0.57)  0.21
N (-1.08, -0.15, 0.63)  0.13
H (-0.38, -2.76, 0.95)  0.09
H (1.18, -2.36, 1.61)  0.08
H (-0.35, -1.87, 2.56)  0.11
H (2.20, -0.90, 0.41)  0.11
H (1.83, 0.73, -1.45)  0.17
H (0.44, 1.28, -0.82)  0.11
H (1.83, 1.60, 0.02)  0.17
H (-1.87, -0.54, 1.13)  0.11
H (-1.38, 0.46, -0.10)  0.07
H (-2.26, 2.66, -1.96)  0.06
H (-1.63, 1.94, -3.05)  0.06
O (-1.53, 2.04, -2.09)  -0.06

Output
Frontier orbital gap (Eh): 0.353
Energy relative to the best compared isomer or geometry (same formula, charge and spin) (eV): 1.459
M (g/mol): 91.1
Net charge: +1
LUMO level (Eh): -0.12060



[6]
ORCA calculation (ωB97M-V with the def2-TZVPD basis set) on a cluster of 2 separate species, C3H11N2O in total at a distorted geometry.

Last column: Löwdin charge in e.
Atoms and positions in Å:
C (-0.92, 1.74, 1.76)  -0.02
C (-0.08, 1.10, 0.68)  -0.39
C (-0.53, 0.00, 0.06)  -0.05
N (0.44, -0.73, -0.79)  0.16
N (1.23, 1.54, 0.60)  0.09
H (-0.18, 1.86, 2.55)  0.09
H (-1.73, 1.11, 2.15)  0.10
H (-1.24, 2.75, 1.44)  0.10
H (-1.49, -0.50, 0.07)  0.13
H (0.59, -0.24, -1.68)  0.16
H (0.33, -1.71, -1.15)  0.10
H (1.40, -0.69, -0.40)  0.17
H (1.41, 2.06, -0.26)  0.12
H (1.45, 2.27, 1.27)  0.10
H (-0.62, -3.10, -2.62)  0.08
H (-0.01, -4.20, -1.80)  0.08
O (-0.04, -3.25, -1.86)  -0.03

Output
Frontier orbital gap (Eh): 0.379
Energy relative to the best compared isomer or geometry (same formula, charge and spin) (eV): 1.439
M (g/mol): 91.1
Net charge: +1
LUMO level (Eh): -0.11601